Record 1
DFT (ωB97M-V/def2-TZVPD) results for a structure of composition C36H36N5O7RhS at a distorted geometry.

Structure (XYZ):
```
86
Properties=species:S:1:pos:R:3:forces:R:3
Rh -0.689006 0.894687 -0.397420 1.2 0.9 0.7
C 5.744366 3.201263 -0.469821 0.0 0.1 -0.1
O 6.206636 2.751719 0.794274 -0.2 0.0 0.1
C 5.802630 1.555128 1.311805 0.1 0.0 0.1
C 6.743086 0.951018 2.145409 0.1 0.0 0.0
C 6.485285 -0.244414 2.784262 0.0 0.0 -0.1
C 5.263309 -0.872716 2.584481 0.0 0.0 0.0
C 4.325876 -0.286132 1.757746 -0.1 0.0 -0.1
C 4.561038 0.937754 1.125993 0.0 0.0 0.1
N 3.559321 1.532037 0.303564 0.1 0.0 0.0
C 2.209783 1.377953 0.500619 0.0 0.3 0.2
N 1.815753 1.401425 1.786202 0.1 0.0 -0.1
C 0.558872 1.150341 2.359302 -0.1 -0.2 0.2
C -0.570228 0.697505 1.675744 0.0 -0.1 -0.2
C -1.709063 0.416666 2.435800 0.0 0.0 0.0
C -1.744796 0.617819 3.805271 -0.1 -0.1 0.0
C -0.627897 1.106002 4.468457 0.1 0.0 0.1
C 0.519309 1.360855 3.750601 0.0 -0.1 -0.1
O 1.667154 1.840983 4.358301 0.1 0.0 -0.1
C 2.423973 0.855612 5.065084 0.0 -0.1 0.1
N 1.363209 1.343573 -0.487297 0.1 -0.3 -0.2
C 1.885964 1.296152 -1.810919 0.3 0.0 0.1
C 1.680082 2.377979 -2.660666 0.0 -0.2 0.0
C 2.176032 2.356982 -3.953513 0.0 0.1 0.0
C 2.887354 1.255036 -4.403479 0.0 0.0 -0.1
C 3.096944 0.169224 -3.566874 0.0 0.0 0.0
C 2.604281 0.181906 -2.271360 -0.1 0.0 0.0
O 2.891031 -0.862155 -1.424773 0.0 0.1 0.0
C 1.819080 -1.775932 -1.204580 0.0 -0.1 0.0
H 6.425593 3.996119 -0.764664 0.0 0.0 0.0
H 4.734652 3.608965 -0.420359 0.0 0.0 0.0
H 5.796595 2.405091 -1.219751 0.0 0.0 0.0
H 7.685626 1.465683 2.278864 0.0 0.0 0.0
H 7.240361 -0.693649 3.415304 0.0 0.0 0.0
H 5.042984 -1.817941 3.062520 0.0 0.0 0.0
H 3.379288 -0.782084 1.590809 0.0 0.0 -0.1
H 3.815917 1.662148 -0.660989 -0.1 -0.1 -0.1
H 2.496773 1.719245 2.459224 0.1 0.0 0.0
H -2.601179 0.049152 1.943298 0.0 0.0 0.0
H -2.650751 0.402933 4.357587 0.0 0.0 0.0
H -0.641231 1.293258 5.534938 0.0 0.0 0.0
H 2.201007 0.890099 6.133349 0.0 0.0 0.0
H 3.483452 1.068110 4.914063 0.0 0.0 0.0
H 2.207944 -0.147294 4.690343 0.0 0.0 0.0
H 1.104324 3.215760 -2.290205 0.0 0.0 0.0
H 2.004257 3.202683 -4.605911 0.0 0.0 0.0
H 3.283641 1.237135 -5.410499 0.0 0.0 0.0
H 3.654826 -0.695386 -3.904285 0.0 0.0 0.0
H 2.168560 -2.482806 -0.454953 0.0 0.0 0.0
H 1.571375 -2.310776 -2.124678 0.0 0.0 0.0
H 0.918507 -1.272966 -0.843151 0.0 0.0 0.0
C -6.079810 -6.992203 -0.345608 0.0 0.1 0.0
C -5.550032 -5.582550 -0.359808 0.0 -0.1 0.0
C -4.195984 -5.329555 -0.538155 0.0 0.0 0.0
C -3.707243 -4.027006 -0.551738 0.0 0.0 0.0
C -4.591619 -2.985631 -0.380927 0.5 0.6 0.0
C -5.944961 -3.201229 -0.194803 -0.1 -0.1 0.1
C -6.417786 -4.503717 -0.189648 0.1 0.1 0.0
S -4.033036 -1.172974 -0.482692 -1.3 -1.1 -0.2
O -4.845027 -0.582336 0.581934 0.3 0.1 -0.1
O -4.402798 -0.876805 -1.870669 0.3 0.2 0.2
N -2.574135 0.491810 -0.422198 -0.9 0.2 0.1
C -3.091034 1.736743 -0.475456 -0.2 0.9 0.0
C -4.404164 2.147528 -0.805967 0.4 -0.3 0.1
C -4.700070 3.491984 -0.761805 0.0 0.1 0.0
C -3.721689 4.417970 -0.414112 -0.1 0.0 0.0
C -2.437103 3.959590 -0.153774 0.1 0.1 0.0
N -2.129845 2.679849 -0.197913 -0.2 -0.5 -0.2
H -5.266505 -7.716072 -0.373641 0.0 0.0 0.0
H -6.727440 -7.171572 -1.206020 0.0 0.0 0.0
H -6.671433 -7.174005 0.552815 0.0 0.0 0.0
H -3.511263 -6.160365 -0.666321 0.0 0.0 0.0
H -2.650311 -3.832281 -0.690816 0.0 0.0 0.0
H -6.603839 -2.356332 -0.048465 0.0 0.0 0.0
H -7.477410 -4.685664 -0.048334 0.0 0.0 0.0
H -5.129567 1.416394 -1.109723 -0.1 -0.2 0.0
H -5.697828 3.833680 -1.004947 0.0 0.0 0.0
H -3.943294 5.474917 -0.367504 0.0 0.0 0.0
H -1.634749 4.646006 0.092272 0.0 0.0 0.0
C -1.210536 -1.084744 -4.113429 -0.1 0.1 0.0
O -0.836374 -0.809606 -2.748213 0.0 -0.3 -0.1
C -0.935815 0.454219 -2.364881 0.0 -0.3 -0.2
O -1.243321 1.377926 -3.073123 0.0 0.0 -0.1
H -1.127009 -2.160178 -4.230651 0.0 0.0 0.0
H -0.542133 -0.562990 -4.797082 0.0 0.0 0.0
H -2.236712 -0.762522 -4.281670 0.0 0.0 0.0
```
Forces are in eV/Å.

Computed properties:
E_LUMO (alpha / beta): 0.0193 / -0.0421 Eh
Kohn-Sham gap (alpha / beta): 8.16 / 6.89 eV
Maximum force: 1.77 eV/A
2S+1: 5
HOMO energy (alpha / beta): -7.63 / -8.03 eV
Charge: 0
Energy relative to the best compared isomer or geometry (same formula, charge and spin): 43.39 kcal per mole

Record 2
DFT (ωB97M-V/def2-TZVPD) results for a cluster of 2 separate species, C3H15N2Si2 in total at a distorted geometry.

Structure (XYZ):
```
22
Properties=species:S:1:pos:R:3:forces:R:3
C 1.764502 0.096955 -1.092538 -2.3 -3.7 1.5
C 1.662353 1.859626 0.514225 -3.2 -1.8 2.7
C 0.908900 -0.577634 1.100332 -3.9 0.2 2.0
N -1.694100 -0.885762 -0.710043 -0.3 -0.6 1.4
N 1.023420 0.517029 0.093959 0.2 1.8 0.8
Si -2.917945 0.370633 -0.348990 0.2 -1.4 -1.7
Si -1.049657 -2.111659 0.309867 3.7 2.5 1.0
H 1.872058 0.834785 -1.764764 0.8 2.5 -2.2
H 2.580113 -0.477637 -0.746192 1.7 0.4 0.4
H 1.226250 -0.741055 -1.493887 -0.8 -0.1 -0.8
H 2.654877 1.813352 0.711943 3.2 -0.9 0.4
H 1.532387 2.611898 -0.192581 -0.9 1.1 -1.3
H 1.190162 2.037529 1.504233 0.1 0.6 -0.8
H 1.775152 -1.050947 1.532630 0.8 0.2 -0.7
H 0.401555 -0.041412 1.997765 0.7 -1.0 -1.3
H -1.845323 -1.433155 -1.546078 -0.3 0.6 -0.8
H 0.003409 0.798769 0.005066 1.5 -0.7 -1.0
H -4.014765 -0.382492 0.152834 -1.0 -0.1 0.6
H -2.463341 1.378824 0.538094 0.7 0.7 0.8
H -3.137522 0.881118 -1.690603 -0.3 0.4 -0.2
H -0.089929 -2.811001 -0.512793 -0.3 -0.9 -0.3
H -1.382556 -2.687764 1.637522 -0.5 0.3 -0.5
```
Forces are in eV/Å.

Computed properties:
E_LUMO: -0.1248 Eh
Kohn-Sham gap: 9.33 eV
Maximum force: 4.61 eV/A
2S+1: 1
HOMO energy: -12.73 eV
Charge: +1
Energy relative to the best compared isomer or geometry (same formula, charge and spin): 43.43 kcal per mole

Record 3
DFT (ωB97M-V/def2-TZVPD) results for an isolated molecule of C4H6N2O at a distorted geometry.

Structure (XYZ):
```
13
Properties=species:S:1:pos:R:3:forces:R:3
H -1.056878 2.682698 2.145360 1.0 -1.7 -0.2
N -0.924660 2.012369 1.335810 0.0 -0.5 -0.7
N -0.219430 0.992092 1.485024 -0.7 1.7 1.2
C -0.136018 0.189892 0.287941 -0.6 -0.1 -1.0
C 1.152326 -0.491557 -0.012827 -0.8 0.8 0.6
C 1.536861 -0.934184 -1.178017 1.2 -1.5 -0.8
C -1.353079 -0.460787 -0.322502 0.6 2.8 2.3
O -0.762201 0.720286 -0.845026 0.4 -0.8 -1.3
H 1.802691 -0.709089 0.762843 1.0 0.2 1.8
H 2.575953 -1.434969 -1.173521 -2.0 0.7 -0.6
H 0.809852 -0.971357 -1.991950 0.8 0.3 -0.3
H -1.175641 -1.426875 -0.656840 0.1 -1.4 -1.4
H -2.249776 -0.168519 0.163705 -1.0 -0.5 0.3
```
Forces are in eV/Å.

Computed properties:
E_LUMO: 0.0190 Eh
Kohn-Sham gap: 9.81 eV
Maximum force: 3.69 eV/A
SMILES string: [H]/N=N/[C@@]1(C=C)CO1
2S+1: 1
HOMO energy: -9.29 eV
Charge: 0
Energy relative to the best compared isomer or geometry (same formula, charge and spin): 110.15 kcal per mole

Record 4
DFT (ωB97M-V/def2-TZVPD) results for a cluster of 3 separate species, C7H9N5S in total at a distorted geometry.

Structure (XYZ):
```
22
Properties=species:S:1:pos:R:3:forces:R:3
C -1.299505 2.894291 1.462315 -4.9 -0.8 -0.8
C 0.055202 2.341433 1.922570 -2.9 3.8 4.2
C 1.056215 1.924732 1.023742 3.0 -4.6 -1.6
C -0.037307 1.404605 -1.100158 0.6 -1.0 -1.0
C -0.746013 -0.688000 -1.542639 0.8 -1.1 -2.9
C -1.002498 -2.739843 -1.660369 1.9 1.7 -0.6
C 0.690835 -0.508416 0.324885 -0.1 -0.5 0.8
H -2.379242 2.332807 2.303275 3.5 2.0 -2.5
H -1.630659 4.387893 1.510434 1.3 -4.9 -0.6
H -1.536375 2.189758 0.403813 0.0 3.0 2.8
H 0.455852 3.246799 2.576194 -0.2 -2.2 -1.0
H -0.285206 1.555875 2.579925 0.6 -0.4 0.4
H 1.531603 2.722144 0.521201 0.5 0.7 -1.0
H 1.821136 1.245361 1.565354 -0.9 1.8 -0.5
H 0.244373 2.521544 -1.181101 -1.2 -2.0 -0.5
H -1.424132 -3.509461 -2.180152 -0.5 -3.1 -0.2
N 0.599351 0.837925 -0.037209 0.5 2.2 1.8
N -0.709521 0.647031 -1.934993 0.6 0.8 1.8
N -1.390940 -1.571291 -2.329645 1.6 0.0 4.4
N 0.003406 -2.756787 -0.731792 -2.8 2.1 -1.4
N 0.152904 -1.374236 -0.634807 -1.4 3.0 -1.0
S 1.269667 -0.934002 1.812381 0.0 -0.7 -0.6
```
Forces are in eV/Å.

Computed properties:
E_LUMO: -0.0103 Eh
Kohn-Sham gap: 8.79 eV
Maximum force: 6.35 eV/A
2S+1: 1
HOMO energy: -9.07 eV
Charge: 0
Energy relative to the best compared isomer or geometry (same formula, charge and spin): 115.72 kcal per mole